<w>
Computed, not measured: 3 unconnected molecules or ions with the total composition C3H9N2O2, with ωB97M-V with the def2-TZVPD basis set.

Structure (ORCA input):
```
! RIJCOSX wB97M-V def2-TZVPD def2/J DEFGRID3
* xyz 1 1
C 1.17576 1.26636 -1.87401
C 0.25215 2.04181 -1.24779
N -0.57169 1.17283 -0.57391
C -0.18919 -0.07435 -0.74932
N 0.88012 -0.03848 -1.54147
H 2.04174 1.53615 -2.44891
H 0.11510 3.09499 -1.20973
H -1.31475 1.45974 0.02667
H -0.60161 -0.95418 -0.28339
H 1.42358 -0.83573 -1.84374
H 1.07775 -0.11623 2.77530
H -0.00822 -0.95500 2.06920
O 0.54767 -0.16864 1.96693
H -2.17552 -2.02098 1.94878
H -1.27208 -3.19263 1.52764
O -1.38081 -2.21565 1.45775
*
```



<x>
Computed, not measured: 2 unconnected molecules or ions with the total composition C3H9N2O2, with ωB97M-V with the def2-TZVPD basis set.

Structure (ORCA input):
```
! RIJCOSX wB97M-V def2-TZVPD def2/J DEFGRID3
* xyz 1 1
C -0.58470 -1.83877 -0.44476
C 0.86374 1.53551 -0.52677
C -0.55330 -0.64027 0.38862
N 1.32655 0.36010 0.16983
N -1.12526 -0.10052 1.39322
O 1.49251 0.64233 1.54241
O 0.40043 1.33584 -1.79722
H -0.78029 -1.30095 -1.41335
H 0.44588 -2.33666 -0.41712
H -1.53107 -2.34607 -0.22750
H 0.00129 2.06730 0.08970
H 1.75236 2.26817 -0.28975
H 2.12217 0.04552 2.07730
H -2.07495 -0.46490 1.71576
H -0.68636 0.81189 1.64301
H 1.07340 1.19453 -2.47482
*
```



Which of them is most stable, and which least? Most stable: <w>; least stable: <x>.



<w>
Computed, not measured: 2 unconnected molecules or ions with the total composition C4H13N2O, with ωB97M-V with the def2-TZVPD basis set.

<S²>   0.77

Structure (ORCA input):
```
! RIJCOSX wB97M-V def2-TZVPD def2/J DEFGRID3
* xyz 2 2
C -1.87437 0.33034 -0.75268
C -1.36080 -1.10336 -0.30889
C -0.04651 -0.92310 0.42273
C 0.04141 -0.86559 1.78988
N 0.97184 -0.10576 -0.26523
N -1.08718 0.88498 -1.86147
H -1.68915 0.92829 0.13491
H -2.90509 0.37712 -1.12261
H -2.07003 -1.37426 0.48560
H -1.34316 -1.89778 -1.05760
H -0.72625 -1.11105 2.51886
H 1.07290 -0.76370 2.11163
H 1.64172 0.52646 0.25680
H 1.52973 -0.71152 -0.87398
H 0.44518 0.54278 -0.93027
H -1.16445 1.89875 -1.97867
H -1.43291 0.46752 -2.72976
H 3.96715 0.87489 0.90019
H 2.98920 1.14286 2.09458
O 3.04076 0.88210 1.16595
*
```



<x>
Computed, not measured: 2 unconnected molecules or ions with the total composition C4H13N2O, with ωB97M-V with the def2-TZVPD basis set.

<S²>   0.76

Structure (ORCA input):
```
! RIJCOSX wB97M-V def2-TZVPD def2/J DEFGRID3
* xyz 2 2
C 0.01496 -0.87585 -0.93099
C -0.75942 -1.35242 0.34025
C -1.05921 -0.04371 1.11378
C -2.32130 0.55456 1.07378
N -0.15893 0.27994 2.15245
N 0.44349 0.49468 -0.66201
H -0.57691 -0.99171 -1.84093
H 0.93859 -1.40395 -0.94171
H -0.04728 -1.98850 0.87876
H -1.39557 -2.16547 -0.09105
H -2.25834 1.44556 1.70258
H -3.20272 0.30758 0.42342
H -0.49876 1.00429 2.72455
H 0.20993 -0.58816 2.64181
H 1.12256 0.85719 -0.02192
H -0.45550 0.98345 -0.48065
H 0.93101 0.81274 -1.46124
H 3.37218 0.03842 -2.11071
H 3.14362 1.27476 -2.81894
O 2.68438 0.66200 -2.32725
*
```



Which of them is most stable, and which least? Most stable: <w>; least stable: <x>.



<w>
Computed, not measured: 7 unconnected molecules or ions with the total composition C5H24N2O7, with ωB97M-V with the def2-TZVPD basis set.

Structure (SMILES)   CCNCCNC=O.O.O.O.O.O.O

Structure (ORCA input):
```
! RIJCOSX wB97M-V def2-TZVPD def2/J DEFGRID3
* xyz 0 1
C -3.84640 -0.64458 -0.53492
C -2.91455 -1.79775 -0.96664
N -1.48992 -1.63593 -0.75255
C -1.09344 -1.57056 0.65103
C -1.00813 -0.12202 1.13448
N -0.24769 0.64466 0.13685
C 0.28174 1.83754 0.49529
O 1.14880 2.35028 -0.22579
H -4.84784 -0.81623 -0.91860
H -3.41332 0.32575 -0.77929
H -3.95838 -0.55689 0.55724
H -3.07342 -1.58305 -2.03635
H -3.42275 -2.74656 -0.79945
H -1.09400 -2.43261 -1.23701
H -1.75340 -2.14775 1.30384
H -0.07414 -1.91108 0.76576
H -0.49388 -0.11936 2.09668
H -1.99926 0.32402 1.21998
H -0.40307 0.31238 -0.80576
H 0.01598 2.17973 1.49836
O 0.72487 1.38210 3.87065
H 1.29882 1.98750 4.35189
H 1.32475 0.68299 3.57101
O 3.16618 0.43731 -1.75115
H 2.34862 0.85568 -1.45013
H 3.68753 1.11799 -2.18568
O 0.93124 3.18108 -2.92814
H 0.67869 3.94993 -2.40698
H 0.75730 2.46474 -2.30677
O 3.20149 0.02040 1.17688
H 2.77446 0.76211 0.72222
H 3.54739 -0.41869 0.38257
O 1.12912 -1.15081 2.56108
H 1.51351 -1.41686 3.40164
H 1.87203 -1.02715 1.94156
O 1.51848 -1.28681 -3.24053
H 1.68476 -0.74777 -4.01768
H 1.52785 -0.68373 -2.49562
*
```



<x>
Computed, not measured: 7 unconnected molecules or ions with the total composition C5H24N2O7, with ωB97M-V with the def2-TZVPD basis set.

Structure (SMILES)   CNCCN(C)C=O.O.O.O.O.O.O

Structure (ORCA input):
```
! RIJCOSX wB97M-V def2-TZVPD def2/J DEFGRID3
* xyz 0 1
C 0.08334 0.47215 1.44829
N 0.16504 -0.43661 2.52773
C 0.29479 -1.80133 2.14361
C 1.73036 -2.01238 1.37808
N 2.10124 -1.19778 0.15032
C 1.36202 -1.43630 -1.13555
C 2.89342 -0.07191 0.15301
O 3.61090 0.04234 1.08043
H 0.11229 -0.04333 0.45977
H -0.78983 1.18991 1.46812
H 0.98857 1.12573 1.30297
H 1.11011 -0.23883 2.87449
H -0.48429 -2.19045 1.39110
H 0.23980 -2.54930 2.95932
H 2.03464 -3.01250 1.00592
H 2.36105 -1.56691 2.21195
H 1.02726 -2.39171 -1.26284
H 0.57265 -0.85572 -1.38691
H 2.14889 -1.56420 -1.97978
H 2.96083 0.47721 -0.88445
O -0.13381 1.40274 -3.68410
H -0.95648 1.70782 -3.11040
H 0.41086 1.27932 -2.90842
O 0.03657 3.49001 -0.39120
H -0.12517 3.79216 0.59442
H -0.04864 4.19779 -1.01015
O -3.55631 1.13207 -0.01031
H -2.95308 1.16647 0.69908
H -4.33924 0.71346 0.53203
O -2.44460 -1.61802 2.99711
H -1.89900 -1.38687 3.75116
H -2.17257 -0.93457 2.43226
O -0.19279 -1.32407 -3.40439
H -0.23540 -0.44523 -3.69720
H 0.34186 -1.84756 -3.86731
O -1.85319 2.29348 -1.94505
H -2.79698 2.28098 -1.82394
H -1.60513 2.16196 -1.05918
*
```



Which of them is most stable, and which least? Most stable: <w>; least stable: <x>.



<w>
Computed, not measured: a single C5H4N2O2 molecule, with ωB97M-V with the def2-TZVPD basis set.

Structure (SMILES)   Oc1ccn2cnoc12

Structure (ORCA input):
```
! RIJCOSX wB97M-V def2-TZVPD def2/J DEFGRID3
* xyz 0 1
O 2.04139 -1.39668 0.80574
C 1.07763 -0.76377 0.03875
C 0.30404 -1.45832 -0.92714
C -0.67552 -0.50528 -1.16560
N -0.52743 0.71272 -0.41105
C -1.27344 1.68192 0.09058
N -0.70721 2.13218 1.22139
O 0.59726 1.42183 1.35710
C 0.49429 0.38247 0.42189
H 1.92480 -1.19169 1.87355
H 0.31111 -2.58963 -1.13242
H -1.46230 -0.53036 -1.88331
H -2.10462 2.10461 -0.28947
*
```



<x>
Computed, not measured: a molecular structure, C5H4N2O2, with ωB97M-V with the def2-TZVPD basis set.

Structure (ORCA input):
```
! RIJCOSX wB97M-V def2-TZVPD def2/J DEFGRID3
* xyz 0 1
C 2.41565 -0.10659 -0.75602
C 1.92490 -1.01405 0.04076
C -2.21875 -0.21397 0.10622
C -1.73269 0.91832 0.66540
C 0.67973 1.24933 0.32900
N -1.01673 -0.62096 -0.50238
N -0.42782 0.57842 0.17942
O 1.87284 1.14570 -0.23494
O 1.38882 -1.40533 1.01738
H 2.91627 0.02298 -1.72833
H -3.09796 -0.77166 -0.09806
H -1.84650 1.79383 1.25181
H -0.85775 -1.57602 -0.27027
*
```



<y>
Computed, not measured: a single C5H4N2O2 molecule, with ωB97M-V with the def2-TZVPD basis set.

Structure (SMILES)   O=CN1Cc2nocc21

Structure (ORCA input):
```
! RIJCOSX wB97M-V def2-TZVPD def2/J DEFGRID3
* xyz 0 1
O -3.05923 -0.05808 0.12496
C -2.05812 0.64446 0.01702
N -0.80105 0.13179 -0.02703
C -0.49553 -1.30195 -0.02131
C 0.96302 -0.83845 -0.05816
N 2.20433 -1.02481 0.05605
O 2.71234 0.27072 0.09921
C 1.70452 1.16225 0.06314
C 0.53522 0.50347 -0.12438
H -2.00290 1.77755 -0.19492
H -0.90783 -1.82793 -0.85209
H -0.89919 -1.65451 0.93441
H 2.10442 2.21550 -0.01689
*
```



Which of them is most stable, and which least? Most stable: <y>; least stable: <x>.



<w>
Computed, not measured: a molecular structure, C3H7ClOS, with ωB97M-V with the def2-TZVPD basis set.

Structure (ORCA input):
```
! RIJCOSX wB97M-V def2-TZVPD def2/J DEFGRID3
* xyz 0 1
C -0.04782 -1.38959 -1.10540
C 0.61071 -0.24679 -0.26936
C -0.41758 0.47456 0.55988
O -1.33729 1.21311 0.01403
S 0.90871 1.76402 1.95480
Cl 1.20828 0.97093 -1.44755
H -0.89946 -1.71660 -0.46164
H -0.49119 -0.79364 -1.87071
H 0.58633 -2.30181 -1.29573
H 1.38363 -0.52799 0.37886
H -0.95955 -0.00657 1.36450
H -1.28307 1.54047 -0.96729
H 0.73831 1.01989 3.14562
*
```



<x>
Computed, not measured: a molecular structure, C3H7ClOS, with ωB97M-V with the def2-TZVPD basis set.

Structure (ORCA input):
```
! RIJCOSX wB97M-V def2-TZVPD def2/J DEFGRID3
* xyz 0 1
C -0.07131 -0.78038 -0.08297
C -0.20876 0.77764 0.13257
C 0.93114 1.29270 0.85021
O 2.67878 -1.44873 0.63096
S 3.64598 -0.73528 -0.23932
Cl 2.41105 1.65338 -0.01326
H -1.07027 -1.09066 -0.62288
H -0.06292 -1.22028 0.86110
H 0.83656 -0.80627 -0.71345
H -0.36894 1.08681 -0.93580
H -1.08926 1.04521 0.74394
H 1.10140 1.46270 1.87353
H 3.39322 -1.05302 -1.75931
*
```



Which of them is most stable, and which least? Most stable: <w>; least stable: <x>.



<w>
Computed, not measured: a single C3H8FNO molecule, with ωB97M-V with the def2-TZVPD basis set.

Structure (SMILES)   CO[C@](C)(N)F

Structure (ORCA input):
```
! RIJCOSX wB97M-V def2-TZVPD def2/J DEFGRID3
* xyz 0 1
C -1.14650 0.59974 1.38651
O -0.17736 0.96413 0.50478
C 0.48796 -0.02337 -0.08695
C 1.38849 0.49507 -1.18534
N -0.53722 -1.12031 -0.84665
F 1.07731 -0.92155 0.81376
H -1.42327 1.42067 2.06539
H -0.83860 -0.28270 1.98537
H -2.09237 0.27733 0.81966
H 1.86202 1.43201 -0.85403
H 1.96246 -0.44729 -1.54433
H 0.74047 0.72706 -2.06042
H -1.35507 -1.18639 -0.21021
H 0.05167 -1.93440 -0.78755
*
```



<x>
Computed, not measured: a single C3H8FNO molecule, with ωB97M-V with the def2-TZVPD basis set.

Structure (SMILES)   N[C@@H](CO)CF

Structure (ORCA input):
```
! RIJCOSX wB97M-V def2-TZVPD def2/J DEFGRID3
* xyz 0 1
N -0.39883 -1.47326 -0.66491
C -0.55802 -0.16197 0.05809
C 0.70696 0.18855 0.76227
O 1.11675 -0.99131 1.40102
C -0.89275 1.02166 -0.84084
F -0.06310 1.14073 -1.86669
H 0.22603 -1.95978 -0.08545
H 0.26352 -1.30194 -1.49290
H -1.37927 -0.29619 0.83329
H 0.36438 0.97717 1.38499
H 1.47591 0.55752 0.07955
H 1.88193 -0.69905 1.88604
H -0.81440 1.98090 -0.24991
H -1.92912 1.01696 -1.20457
*
```



Which of them is most stable, and which least? Most stable: <x>; least stable: <w>.